{
  "formula": "C3H3O2Tm",
  "method": "wB97M-V/def2-TZVPD",
  "spin_multiplicity": 4,
  "s2": 3.753,
  "de_lowest_kcal_mol": 44.4,
  "total_charge": 1,
  "lumo_energy_ev": [-4.8, -5.8],
  "species": ["O", "O", "C", "C", "C", "H", "H", "Tm", "H"],
  "positions_angstrom": [[0.919, 0.200, -1.135], [0.691, -0.289, 0.962], [0.033, -0.848, -1.024], [-0.391, -0.865, 0.285], [1.148, 0.725, 0.132], [-0.078, -1.540, -1.852], [-1.257, 1.303, 0.892], [-0.252, 3.057, 0.960], [-0.812, -1.742, 0.779]],
  "forces_ev_per_a": [[-0.134, 1.145, 1.470], [-1.258, 4.113, -0.371], [-0.782, 0.554, 1.459], [2.937, -3.481, -1.680], [-0.515, -3.103, -0.473], [-0.427, 0.614, -0.030], [0.325, 1.184, -0.085], [0.130, -1.652, -0.251], [-0.274, 0.628, -0.038]]
}